[1]
The following is a DFT calculation (the ωB97M-V functional and the def2-TZVPD basis) of C24H17BiN7O4S as an isolated structure at a distorted geometry.

Positions of all 54 atoms, in Å:
Bi1 -0.415 -0.145 -0.393
N1 -2.212 -0.257 2.631
C1 -0.932 -0.200 3.042
N2 -0.699 -0.166 4.371
C2 0.594 -0.132 4.690
N3 0.875 -0.104 6.049
N4 1.636 -0.100 3.879
C3 1.315 -0.130 2.554
N5 0.033 -0.263 2.120
C4 2.356 -0.004 1.587
C5 3.727 0.039 1.975
C6 4.702 0.136 1.028
C7 4.338 0.192 -0.346
C8 2.996 0.170 -0.659
N6 2.019 0.087 0.249
H1 -2.874 0.043 3.324
H2 -2.439 -0.047 1.631
H3 0.136 -0.472 6.622
H4 1.806 -0.411 6.272
H5 3.952 -0.003 3.032
H6 5.747 0.177 1.316
H7 5.084 0.262 -1.128
H8 2.656 0.230 -1.691
C9 0.101 0.991 -2.311
C10 0.113 0.591 -3.676
C11 -0.033 -0.776 -4.027
C12 -0.056 -1.182 -5.345
C13 0.070 -0.265 -6.391
C14 0.235 1.081 -6.071
C15 0.261 1.506 -4.754
H9 -0.113 -1.507 -3.230
H10 -0.171 -2.237 -5.574
H11 0.034 -0.591 -7.424
H12 0.341 1.810 -6.869
H13 0.384 2.558 -4.525
O1 0.279 2.345 -2.145
C16 0.151 2.864 -0.983
N7 -0.149 2.134 0.104
C17 -0.300 3.023 1.168
O2 -0.573 2.768 2.318
C18 -0.032 4.403 0.634
C19 -0.065 5.636 1.251
C20 0.207 6.766 0.485
C21 0.500 6.642 -0.876
C22 0.526 5.401 -1.497
C23 0.259 4.279 -0.720
H14 -0.310 5.708 2.303
H15 0.183 7.751 0.937
H16 0.705 7.535 -1.456
H17 0.744 5.306 -2.553
O3 -2.577 0.138 -0.062
O4 -3.163 1.387 -0.373
S1 1.255 -3.326 0.231
C24 1.103 -2.265 -0.910

For the HOMO energy (alpha / beta), the calculation gives 0.2 / 0.1 eV. Its strongest force on any atom is 1.4 eV/A. For the energy, the calculation gives -60453.84341 eV. As for the spin multiplicity: 2. Its net charge is -2. For the frontier orbital gap (alpha / beta), the calculation gives 4.28 / 4.41 eV.

---

[2]
The following is a DFT calculation (the ωB97M-V functional and the def2-TZVPD basis) of C24H17F4MnN7S as an isolated structure.

Positions of all 54 atoms, in Å:
Mn1 -0.405 0.066 0.410
N1 -1.531 -0.673 1.996
C1 -0.672 -0.983 3.185
C2 0.680 -0.282 3.039
C3 1.814 -1.254 2.734
C4 1.570 -2.093 1.495
N2 1.317 -1.191 0.332
H1 -2.183 0.054 2.270
H2 -2.116 -1.470 1.748
H3 -0.538 -2.060 3.246
H4 -1.195 -0.673 4.087
H5 0.925 0.299 3.927
H6 0.600 0.494 2.235
H7 1.948 -1.927 3.584
H8 2.749 -0.697 2.634
H9 0.709 -2.754 1.596
H10 2.435 -2.727 1.303
H11 1.332 -1.754 -0.518
H12 2.129 -0.580 0.240
F1 3.676 1.886 0.666
C5 4.240 2.950 0.074
C6 5.510 3.288 0.401
F2 6.147 2.566 1.285
C7 6.165 4.415 -0.223
C8 5.372 5.129 -1.198
C9 4.083 4.787 -1.476
F3 3.415 5.503 -2.357
C10 3.456 3.685 -0.848
C11 2.094 3.357 -1.091
C12 1.440 2.276 -0.548
N3 0.726 1.401 -0.245
C13 1.206 4.121 -1.920
N4 0.436 4.644 -2.595
F4 5.894 6.144 -1.824
C14 7.449 4.793 0.096
C15 8.134 5.867 -0.543
N5 8.753 6.700 -1.042
C16 8.220 4.148 1.111
N6 8.847 3.663 1.944
S1 -1.171 -1.265 -1.071
C17 -2.849 -1.052 -1.193
N7 -3.989 -0.909 -1.276
C18 -1.701 1.257 0.198
C19 -2.670 2.141 0.003
C20 -3.352 2.174 -1.278
C21 -4.438 2.988 -1.421
C22 -4.851 3.792 -0.349
C23 -4.163 3.825 0.883
C24 -3.089 3.016 1.079
H13 -2.998 1.568 -2.097
H14 -4.974 3.011 -2.360
H15 -5.724 4.423 -0.475
H16 -4.496 4.490 1.668
H17 -2.552 3.015 2.018

For the HOMO energy (alpha / beta), the calculation gives -17.1 / -17.1 eV. Its strongest force on any atom is 0.7 eV/A. For the energy, the calculation gives -88583.34567 eV. Its net charge is +3. For the frontier orbital gap (alpha / beta), the calculation gives 4.86 / 4.85 eV.

---

[3]
The following is a DFT calculation (the ωB97M-V functional and the def2-TZVPD basis) of C24H18BrO2PPd as an isolated structure.

Positions of all 47 atoms, in Å:
Pd1 -0.180 -0.971 0.276
Br1 -1.369 -3.294 -0.405
C1 0.282 -4.050 -0.935
C2 0.237 -5.317 -1.511
C3 1.416 -5.941 -1.876
C4 2.637 -5.307 -1.656
C5 2.689 -4.031 -1.082
C6 3.927 -3.404 -0.835
C7 3.983 -2.142 -0.248
C8 2.810 -1.483 0.069
C9 1.544 -2.055 -0.155
C10 1.486 -3.354 -0.719
H1 -0.714 -5.809 -1.663
H2 1.390 -6.926 -2.322
H3 3.558 -5.808 -1.926
H4 4.841 -3.919 -1.104
H5 4.943 -1.684 -0.053
H6 2.864 -0.492 0.506
O1 -0.768 0.220 4.275
C11 -0.910 -0.051 3.042
O2 -0.379 -0.984 2.440
C12 -1.882 0.987 2.477
P1 -1.802 1.019 0.598
C13 -0.073 1.548 0.284
C14 0.354 1.433 -1.055
C15 1.644 1.792 -1.420
C16 2.527 2.261 -0.457
C17 2.126 2.365 0.872
C18 0.840 2.012 1.243
C19 -2.832 2.444 0.204
C20 -2.296 3.720 0.045
C21 -3.143 4.783 -0.222
C22 -4.513 4.575 -0.323
C23 -5.047 3.301 -0.167
C24 -4.208 2.230 0.088
H7 -1.722 1.973 2.911
H8 -2.890 0.660 2.745
H9 -0.346 1.104 -1.820
H10 1.949 1.720 -2.455
H11 3.529 2.554 -0.740
H12 2.815 2.740 1.617
H13 0.544 2.133 2.278
H14 -1.229 3.885 0.125
H15 -2.736 5.776 -0.351
H16 -5.167 5.410 -0.530
H17 -6.113 3.144 -0.255
H18 -4.621 1.233 0.187

For the HOMO energy (alpha / beta), the calculation gives -14.2 / -14.5 eV. Its strongest force on any atom is 0.7 eV/A. For the energy, the calculation gives -112066.57444 eV. As for the spin multiplicity: 5. Its net charge is +2. For the frontier orbital gap (alpha / beta), the calculation gives 7.55 / 4.96 eV.

---

[4]
The following is a DFT calculation (the ωB97M-V functional and the def2-TZVPD basis) of C24H18CeN2O4PS2 as an isolated structure at a distorted geometry.

Positions of all 52 atoms, in Å:
Ce1 -1.358 -0.601 -0.311
O1 -4.131 -0.357 3.017
C1 -3.387 -0.085 2.057
O2 -2.403 -0.909 1.665
C2 -3.550 1.210 1.280
C3 -4.539 2.065 1.840
C4 -4.556 3.337 1.288
C5 -3.768 3.642 0.211
C6 -2.907 2.695 -0.365
N1 -2.814 1.459 0.162
H1 -5.195 1.743 2.641
H2 -4.902 4.195 1.901
H3 -3.840 4.656 -0.190
H4 -2.236 2.890 -1.178
O3 -4.128 -3.188 -2.281
C7 -3.129 -2.784 -1.687
O4 -2.549 -1.550 -1.827
C8 -2.442 -3.760 -0.794
C9 -2.969 -5.005 -0.334
C10 -2.206 -5.941 0.334
C11 -0.931 -5.546 0.700
C12 -0.439 -4.319 0.262
N2 -1.195 -3.415 -0.423
H5 -3.961 -5.213 -0.731
H6 -2.610 -6.907 0.614
H7 -0.238 -6.213 1.176
H8 0.556 -3.957 0.357
S1 1.070 -1.045 1.016
P1 1.807 0.323 -0.271
S2 0.488 0.949 -1.797
C13 3.257 -0.135 -1.245
C14 3.156 -0.683 -2.571
C15 4.388 -0.918 -3.214
C16 5.645 -0.734 -2.581
C17 5.666 -0.210 -1.312
C18 4.504 0.145 -0.667
C19 2.060 1.835 0.626
C20 2.475 3.009 -0.084
C21 2.183 4.309 0.366
C22 1.832 4.421 1.730
C23 1.749 3.300 2.552
C24 1.744 1.982 2.019
H9 2.173 -0.898 -2.997
H10 4.366 -1.385 -4.182
H11 6.550 -0.917 -3.159
H12 6.559 0.091 -0.831
H13 4.484 0.493 0.358
H14 2.862 2.913 -1.075
H15 2.082 5.130 -0.403
H16 1.813 5.420 2.158
H17 1.625 3.350 3.621
H18 1.292 1.113 2.559

For the HOMO energy, the calculation gives -12.1 eV. Its strongest force on any atom is 3.4 eV/A. For the energy, the calculation gives -80235.76406 eV. Its net charge is +1. For the frontier orbital gap, the calculation gives 6.54 eV.

---

[5]
The following is a DFT calculation (the ωB97M-V functional and the def2-TZVPD basis) of C24H18Cl2N6O2RbS as an isolated structure at a distorted geometry.

Positions of all 54 atoms, in Å:
Rb1 0.028 -0.137 0.176
Cl1 -3.735 6.414 -0.029
C1 -2.438 5.262 0.005
C2 -2.715 3.918 0.025
C3 -1.713 2.926 0.041
N1 -2.011 1.591 0.067
C4 -3.267 1.139 0.028
O1 -4.343 1.758 -0.006
C5 -3.411 -0.374 0.021
C6 -4.719 -0.873 0.002
C7 -4.935 -2.235 -0.001
C8 -3.834 -3.078 0.012
C9 -2.576 -2.501 0.022
N2 -2.362 -1.193 0.026
C10 -0.337 3.375 0.022
C11 -0.107 4.765 0.020
C12 -1.121 5.691 0.007
Cl2 -0.753 7.387 -0.025
N3 0.688 2.467 -0.015
C13 1.967 2.838 0.001
O2 2.483 3.965 0.109
C14 2.969 1.702 -0.098
C15 4.312 2.049 0.115
C16 5.290 1.083 0.048
C17 4.914 -0.220 -0.255
C18 3.570 -0.467 -0.480
N4 2.618 0.451 -0.396
H1 -3.744 3.601 0.020
H2 -5.532 -0.165 -0.008
H3 -5.939 -2.637 -0.010
H4 -3.946 -4.152 0.017
H5 -1.690 -3.126 0.032
H6 0.911 5.116 0.025
H7 4.538 3.082 0.328
H8 6.330 1.331 0.214
H9 5.645 -1.014 -0.326
H10 3.238 -1.463 -0.761
C19 4.513 -2.005 3.575
C20 3.116 -2.466 3.340
C21 2.192 -2.721 4.319
C22 0.904 -3.158 3.934
N5 0.579 -3.356 2.667
C23 1.476 -3.160 1.707
S1 1.220 -3.574 0.125
N6 2.741 -2.677 2.050
C24 -0.154 -3.451 4.948
H11 4.733 -1.965 4.638
H12 4.658 -1.013 3.146
H13 5.213 -2.687 3.093
H14 2.447 -2.592 5.358
H15 3.385 -2.499 1.289
H16 0.229 -3.356 5.961
H17 -0.534 -4.460 4.796
H18 -0.991 -2.766 4.812

For the HOMO energy, the calculation gives -3.3 eV. Its strongest force on any atom is 1.5 eV/A. For the energy, the calculation gives -74754.76197 eV. Its net charge is -1. For the frontier orbital gap, the calculation gives 4.58 eV.

---

[6]
The following is a DFT calculation (the ωB97M-V functional and the def2-TZVPD basis) of C24H19ClFeIN5O3 as an isolated structure at a distorted geometry.

Positions of all 54 atoms, in Å:
Fe1 0.247 -0.331 0.143
C1 -0.141 -0.174 -3.934
C2 0.228 -0.481 -2.519
N1 -0.522 -0.029 -1.495
N2 -1.876 -0.106 -1.455
C3 -2.214 -0.781 -0.380
O1 -1.314 -1.299 0.378
C4 -3.633 -0.936 -0.047
C5 -4.632 -0.392 -0.853
C6 -5.960 -0.563 -0.518
C7 -6.311 -1.273 0.620
C8 -5.320 -1.798 1.436
C9 -3.989 -1.632 1.109
C10 1.317 -1.256 -2.117
C11 2.348 -1.740 -2.965
C12 3.339 -2.527 -2.443
C13 3.318 -2.850 -1.079
C14 2.293 -2.347 -0.304
N3 1.326 -1.593 -0.788
H1 -1.214 -0.007 -3.988
H2 0.361 0.734 -4.275
H3 0.134 -0.991 -4.593
H4 -4.353 0.155 -1.739
H5 -6.727 -0.142 -1.151
H6 -7.354 -1.418 0.867
H7 -5.584 -2.342 2.331
H8 -3.205 -2.029 1.735
H9 2.343 -1.458 -4.006
H10 4.138 -2.894 -3.069
H11 4.077 -3.475 -0.641
H12 2.227 -2.565 0.751
Cl1 6.273 2.338 2.947
C15 4.881 1.882 2.035
C16 4.638 2.500 0.816
C17 3.511 2.111 0.089
C18 2.628 1.141 0.561
O2 1.588 0.818 -0.156
C19 2.881 0.513 1.843
C20 1.999 -0.435 2.378
O3 0.908 -0.868 1.838
C21 4.040 0.910 2.547
H13 5.305 3.254 0.433
H14 3.301 2.562 -0.868
H15 2.235 -0.850 3.361
H16 4.260 0.447 3.496
I1 -1.433 4.217 3.912
C22 -1.269 2.959 2.262
C23 -1.915 3.095 1.050
N4 -1.559 2.031 0.313
N5 -0.733 1.220 0.984
C24 -0.537 1.773 2.170
H17 -2.571 3.863 0.694
H18 -1.886 1.743 -0.606
H19 0.105 1.319 2.896

For the HOMO energy (alpha / beta), the calculation gives -7.2 / -7.3 eV. Its strongest force on any atom is 4.1 eV/A. For the energy, the calculation gives -93799.19732 eV. Its net charge is 0. For the frontier orbital gap (alpha / beta), the calculation gives 6.59 / 6.69 eV.

---

Which value of energy does entry 2 give?
-88583.34567 eV